## a
The following is a quantum chemistry calculation of an isolated molecule of CH2FNO2, from the Open Molecules 2025 dataset.

Kohn-Sham gap = 11.87 eV
SMILES = O=[N+]([O-])CF

The geometry in XYZ format:
```
7
Properties=species:S:1:pos:R:3:nbo_charge:R:1
F 1.468 0.230 0.593 -0.34
O -1.780 -0.047 0.182 -0.34
O -0.377 -1.607 0.549 -0.36
N -0.704 -0.491 0.234 0.52
C 0.387 0.377 -0.253 0.13
H 0.803 0.165 -1.161 0.19
H 0.203 1.373 -0.146 0.19
```

=====

## b
The following is a quantum chemistry calculation of a cluster of 2 separate species, CH2FNO2 in total, from the Open Molecules 2025 dataset.

Kohn-Sham gap (alpha / beta) = 8.07 / 8.07 eV
SMILES = O=CN=O.F

The geometry in XYZ format:
```
7
Properties=species:S:1:pos:R:3:nbo_charge:R:1
F -0.733 -0.730 -1.732 -0.57
O 1.361 1.523 -0.569 -0.16
O -0.732 -0.874 0.928 -0.62
N 0.562 0.843 -0.066 0.19
C 0.036 0.041 0.794 0.39
H 0.442 0.593 1.780 0.19
H -0.935 -1.397 -1.134 0.58
```

=====

List of relative energies, unit hartree: a 0.0000; b 0.0288

=====

## a
The following is a quantum chemistry calculation of a structure of composition C5H7NO2, from the Open Molecules 2025 dataset.

Kohn-Sham gap = 8.88 eV

The geometry in XYZ format:
```
15
Properties=species:S:1:pos:R:3:nbo_charge:R:1
O -2.028 1.467 0.541 -0.75
O 2.716 -0.250 0.320 -0.51
N 1.297 2.571 -0.317 -0.77
C -0.340 0.708 0.155 0.32
C -0.139 -1.798 -0.231 -0.60
C 0.857 1.351 -0.045 0.00
C 1.579 0.093 0.244 0.57
C 0.246 -0.598 0.651 -0.36
H -0.325 -1.377 -1.126 0.20
H -2.604 0.608 0.610 0.47
H 0.887 3.426 -0.276 0.40
H 0.088 -0.971 1.654 0.22
H 0.641 -2.506 -0.314 0.22
H -1.065 -2.300 0.198 0.20
H 2.213 2.641 0.124 0.39
```

=====

## b
The following is a quantum chemistry calculation of an isolated molecule of C5H7NO2, from the Open Molecules 2025 dataset.

Kohn-Sham gap = 9.19 eV
SMILES = [H]/N=C(/C)OC(C)=C=O

The geometry in XYZ format:
```
15
Properties=species:S:1:pos:R:3:nbo_charge:R:1
O 0.085 -0.062 1.303 -0.50
O -2.459 -1.830 0.157 -0.43
N 1.551 -1.848 0.800 -0.65
C -0.929 0.116 0.373 -0.05
C -1.856 -0.842 0.316 0.67
C 1.022 -0.768 0.379 0.55
C 1.529 -0.045 -0.829 -0.71
C -1.198 1.517 -0.086 -0.64
H 2.490 -0.472 -1.123 0.26
H -2.042 1.944 0.463 0.22
H 1.024 -2.240 1.583 0.36
H 1.672 1.013 -0.606 0.23
H -1.409 1.545 -1.159 0.22
H -0.333 2.155 0.106 0.24
H 0.853 -0.181 -1.676 0.24
```

=====

List of relative energies, unit hartree: a 0.0723; b 0.0000

=====

## a
The following is a quantum chemistry calculation of an isolated molecule of C5H7NO2, from the Open Molecules 2025 dataset.

Kohn-Sham gap (alpha / beta) = 5.90 / 7.08 eV

The geometry in XYZ format:
```
15
Properties=species:S:1:pos:R:3:nbo_charge:R:1
O -2.275 0.301 -0.791 -0.69
O 2.662 -1.193 0.913 -0.71
N 1.201 -0.789 -0.806 -0.46
C -0.537 0.850 0.838 -0.45
C 0.831 0.226 1.235 -0.29
C 1.627 -0.594 0.489 0.44
C 0.016 -0.402 -1.226 0.14
C -1.065 -0.057 -0.304 0.02
H -0.213 -0.280 -2.386 0.21
H -1.309 0.645 1.667 0.24
H 1.237 0.499 2.228 0.22
H 1.765 -1.313 -1.401 0.43
H -2.266 1.228 -1.307 0.47
H -1.312 -1.029 0.324 0.21
H -0.363 1.907 0.527 0.21
```

=====

## b
The following is a quantum chemistry calculation of an isolated molecule of C5H7NO2, from the Open Molecules 2025 dataset.

Kohn-Sham gap = 10.60 eV
SMILES = C[C@@H](O)[C@@H](C#N)C=O

The geometry in XYZ format:
```
15
Properties=species:S:1:pos:R:3:nbo_charge:R:1
O 0.353 1.168 -1.210 -0.71
O -1.226 -2.350 -0.390 -0.48
N -2.485 1.815 0.581 -0.30
C 0.577 0.688 0.097 0.12
C 1.774 -0.279 0.261 -0.66
C -0.737 -0.029 0.595 -0.44
C -1.362 -1.183 -0.517 0.47
C -1.786 0.931 0.681 0.26
H 1.617 -1.362 0.056 0.22
H 2.574 0.059 -0.488 0.23
H 0.753 1.490 0.855 0.20
H -1.976 -0.721 -1.282 0.13
H 2.298 -0.106 1.205 0.23
H 0.342 0.462 -1.888 0.47
H -0.717 -0.582 1.443 0.25
```

=====

List of relative energies, unit hartree: a 0.0577; b 0.0000

=====

## a
The following is a quantum chemistry calculation of an isolated molecule of C5H7NO2, from the Open Molecules 2025 dataset.

Kohn-Sham gap (alpha / beta) = 6.03 / 6.03 eV

The geometry in XYZ format:
```
15
Properties=species:S:1:pos:R:3:nbo_charge:R:1
O -0.423 2.623 1.928 -0.64
O -0.541 0.488 1.750 -0.50
N -0.302 1.750 -0.227 -0.95
C 1.542 -0.940 -1.090 -0.72
C -0.346 1.748 1.107 0.81
C 0.270 -0.819 -0.220 0.53
C -1.097 -0.826 -0.354 -0.59
C -0.501 -0.675 0.976 0.02
H 2.375 -1.003 -0.344 0.25
H -1.647 0.018 -0.744 0.34
H 1.468 -1.718 -1.879 0.26
H -1.482 -1.855 -0.410 0.27
H -0.448 2.722 -0.504 0.38
H -0.585 -1.519 1.692 0.24
H 1.718 0.005 -1.680 0.31
```

=====

## b
The following is a quantum chemistry calculation of an isolated molecule of C5H7NO2, from the Open Molecules 2025 dataset.

Kohn-Sham gap = 9.37 eV
SMILES = [H]/N=C(\C)C(=O)OC=C

The geometry in XYZ format:
```
15
Properties=species:S:1:pos:R:3:nbo_charge:R:1
O 0.918 -0.408 1.451 -0.49
O 1.903 1.272 0.472 -0.54
N -1.132 -0.099 -0.542 -0.58
C 0.179 -1.556 1.547 0.13
C -0.060 -2.431 0.590 -0.44
C -0.202 0.744 -0.460 0.20
C 0.961 0.522 0.495 0.73
C -0.089 2.039 -1.203 -0.68
H -0.091 2.865 -0.494 0.24
H 0.863 2.075 -1.724 0.25
H -0.907 2.158 -1.908 0.21
H -1.881 0.149 -1.186 0.35
H -0.117 -1.716 2.577 0.19
H 0.258 -2.282 -0.429 0.21
H -0.602 -3.332 0.814 0.21
```

=====

List of relative energies, unit hartree: a 0.1426; b 0.0000

=====

## a
The following is a quantum chemistry calculation of an isolated molecule of C5H7NO2, from the Open Molecules 2025 dataset.

Kohn-Sham gap = 9.30 eV
SMILES = O=C1[C@H]2NC[C@@H]1[C@@H]2O

The geometry in XYZ format:
```
15
Properties=species:S:1:pos:R:3:nbo_charge:R:1
O 0.300 0.969 -2.245 -0.50
O 0.614 -0.598 2.081 -0.73
N -1.338 0.418 0.319 -0.62
C 0.246 0.521 -1.134 0.62
C 0.345 -0.874 -0.522 -0.36
C -1.143 -0.981 -0.173 -0.23
C 0.955 -0.115 0.761 0.08
C 0.051 0.994 0.298 -0.18
H 0.973 -1.660 -0.949 0.23
H 0.186 2.010 0.677 0.22
H -1.805 0.544 1.203 0.38
H 1.979 0.168 0.688 0.18
H 1.191 -1.293 2.409 0.48
H -1.862 -1.227 -0.984 0.21
H -1.326 -1.696 0.651 0.20
```

=====

## b
The following is a quantum chemistry calculation of an isolated molecule of C5H7NO2, from the Open Molecules 2025 dataset.

Kohn-Sham gap = 9.21 eV
SMILES = C=C1OCC(=O)N1C

The geometry in XYZ format:
```
15
Properties=species:S:1:pos:R:3:nbo_charge:R:1
O 2.675 0.064 -0.196 -0.56
O -0.342 -1.676 0.114 -0.48
N 0.351 0.495 -0.102 -0.48
C 0.988 -1.752 0.103 -0.16
C -2.061 -0.348 -0.155 -0.56
C 1.536 -0.233 -0.098 0.68
C 0.050 1.966 0.150 -0.42
C -0.702 -0.411 -0.188 0.47
H -0.620 2.158 1.093 0.22
H 1.342 -2.061 1.161 0.20
H 1.029 2.579 0.157 0.25
H -0.580 2.141 -0.743 0.22
H -2.362 0.628 -0.251 0.18
H -2.870 -1.106 -0.280 0.24
H 1.566 -2.444 -0.766 0.19
```

=====

## c
The following is a quantum chemistry calculation of an isolated molecule of C5H7NO2, from the Open Molecules 2025 dataset.

Kohn-Sham gap = 10.07 eV
SMILES = CO[C@H]1C=CC=NO1

The geometry in XYZ format:
```
15
Properties=species:S:1:pos:R:3:nbo_charge:R:1
O -1.086 0.170 -0.031 -0.42
O 0.291 -1.455 0.251 -0.57
N -0.696 0.963 -1.179 -0.05
C 1.220 1.554 0.208 -0.25
C 0.311 1.595 -0.924 -0.01
C -0.145 -0.289 0.914 0.31
C 0.976 0.626 1.094 -0.16
C -0.635 -2.326 -0.364 -0.27
H 1.588 0.450 2.085 0.22
H -0.571 -0.507 1.832 0.18
H -0.910 -1.958 -1.448 0.20
H 0.022 -3.272 -0.579 0.19
H 2.021 2.436 0.514 0.25
H -1.642 -2.798 0.308 0.18
H 0.366 2.228 -1.779 0.22
```

=====

List of relative energies, unit hartree: a 0.0000; b 0.0076; c 0.1083

=====

## a
The following is a quantum chemistry calculation of an isolated molecule of C5H7NO2, from the Open Molecules 2025 dataset.

Kohn-Sham gap = 8.19 eV
SMILES = C/C=C/NC(=O)C=O

The geometry in XYZ format:
```
15
Properties=species:S:1:pos:R:3:nbo_charge:R:1
O -1.596 -0.472 1.294 -0.50
O -2.958 0.304 -1.975 -0.61
N -0.624 -0.401 -1.306 -0.60
C -2.001 -0.150 -1.038 0.54
C 0.621 -0.123 -0.678 -0.03
C 1.064 -0.363 0.519 -0.22
C 2.410 0.312 1.051 -0.64
C -2.402 -0.035 0.462 0.35
H 1.310 0.204 -1.749 0.19
H 3.062 -0.442 1.786 0.23
H 2.841 0.713 0.116 0.22
H 0.444 -0.798 1.279 0.25
H 1.906 1.081 1.794 0.23
H -3.431 0.308 0.707 0.17
H -0.645 -0.138 -2.262 0.41
```

=====

## b
The following is a quantum chemistry calculation of a structure of composition C5H7NO2, from the Open Molecules 2025 dataset.

Kohn-Sham gap = 8.13 eV

The geometry in XYZ format:
```
15
Properties=species:S:1:pos:R:3:nbo_charge:R:1
O -0.352 0.679 -2.264 -0.61
O 1.733 1.385 -0.241 -0.47
N -1.578 1.846 0.331 -0.58
C -0.371 0.087 -1.168 0.33
C -1.111 0.806 -0.086 0.36
C 1.070 -0.050 1.562 -0.75
C 0.917 0.666 0.243 0.55
C -0.296 -1.431 -1.064 -0.66
H 0.725 -1.738 -1.295 0.23
H -0.964 -1.856 -1.814 0.25
H -2.551 2.117 0.215 0.41
H 1.763 0.503 2.197 0.25
H -0.565 -1.823 -0.082 0.21
H 0.121 -0.137 2.091 0.23
H 1.457 -1.054 1.375 0.25
```

=====

## c
The following is a quantum chemistry calculation of a cluster of 2 separate species, C5H7NO2 in total, from the Open Molecules 2025 dataset.

Kohn-Sham gap = 9.42 eV

The geometry in XYZ format:
```
15
Properties=species:S:1:pos:R:3:nbo_charge:R:1
O -0.218 0.151 1.927 -0.69
O 0.889 -1.485 0.102 -0.70
N -2.705 -2.864 0.335 -0.31
C -2.276 -2.071 -0.359 0.06
C 1.007 2.029 -0.991 -0.33
C -0.232 0.489 0.573 -0.09
C 0.951 1.349 0.142 -0.21
C 0.135 -0.530 -0.462 0.21
H -1.837 -1.332 -0.984 0.24
H 1.787 1.312 0.828 0.22
H 1.223 -2.097 -0.569 0.51
H 1.874 2.610 -1.258 0.21
H -1.177 0.988 0.358 0.21
H 0.397 -0.588 2.041 0.48
H 0.183 2.040 -1.684 0.20
```

=====

List of relative energies, unit hartree: a 0.0135; b 0.0000; c 0.0176

=====

## a
The following is a quantum chemistry calculation of an isolated molecule of C2HNO3, from the Open Molecules 2025 dataset.

Kohn-Sham gap (alpha / beta) = 8.68 / 8.18 eV

The geometry in XYZ format:
```
7
Properties=species:S:1:pos:R:3:nbo_charge:R:1
O 1.828 0.827 0.180 0.11
O -1.754 -1.838 0.193 -0.38
O 2.524 -0.269 0.044 -0.35
N 0.599 1.059 0.121 0.03
C -1.122 -0.914 -0.026 0.76
C -0.577 0.296 -0.113 -0.44
H -1.498 0.838 -0.398 0.27
```

=====

## b
The following is a quantum chemistry calculation of an isolated molecule of C2HNO3, from the Open Molecules 2025 dataset.

Kohn-Sham gap = 10.44 eV

The geometry in XYZ format:
```
7
Properties=species:S:1:pos:R:3:nbo_charge:R:1
O 0.494 -1.470 -0.585 -0.38
O -2.540 -1.259 0.095 -0.34
O -1.894 0.826 -0.143 -0.33
N -1.732 -0.340 0.123 0.53
C -0.187 -0.736 0.457 -0.07
C 0.832 -1.841 0.574 0.38
H 0.265 0.387 0.595 0.20
```

=====

List of relative energies, unit hartree: a 0.0158; b 0.0000

=====

## a
The following is a quantum chemistry calculation of a cluster of 2 separate species, C4H10OSi in total, from the Open Molecules 2025 dataset.

Kohn-Sham gap = 8.78 eV

The geometry in XYZ format:
```
16
Properties=species:S:1:pos:R:3:nbo_charge:R:1
Si -1.970 -0.286 0.440 1.28
O -2.955 0.485 -0.675 -1.06
C 1.115 -1.866 -0.206 -0.67
C 0.646 -0.463 -0.015 -0.14
C 1.260 0.661 -0.022 -0.28
C 0.666 1.989 0.232 -0.61
H 1.114 2.740 -0.407 0.21
H 0.912 2.268 1.164 0.21
H 2.153 -1.876 -0.281 0.20
H -0.390 1.882 0.046 0.20
H 0.810 -2.383 -1.126 0.21
H -2.015 0.170 1.729 -0.21
H 2.407 0.624 -0.097 0.18
H 0.855 -2.492 0.513 0.21
H -2.519 0.213 -1.488 0.49
H -2.089 -1.665 0.194 -0.23
```

=====

## b
The following is a quantum chemistry calculation of a cluster of 2 separate species, C4H10OSi in total, from the Open Molecules 2025 dataset.

Kohn-Sham gap (alpha / beta) = 7.93 / 8.18 eV

The geometry in XYZ format:
```
16
Properties=species:S:1:pos:R:3:nbo_charge:R:1
Si -1.507 0.903 -0.586 0.85
O 1.910 -1.032 -0.650 -0.50
C -0.966 -1.882 0.041 -0.69
C 2.085 1.190 0.443 -0.77
C -1.044 -0.482 0.539 -0.62
C 1.543 -0.064 -0.078 0.63
H -1.114 2.171 0.043 -0.18
H -0.998 -2.613 0.848 0.21
H 1.710 1.349 1.456 0.26
H -0.867 0.777 -1.901 -0.18
H -0.858 -0.335 1.593 0.21
H -0.026 -2.053 -0.513 0.24
H -2.963 0.945 -0.834 -0.18
H 1.687 1.999 -0.174 0.27
H 3.182 1.225 0.435 0.23
H -1.775 -2.097 -0.663 0.21
```

=====

## c
The following is a quantum chemistry calculation of a cluster of 2 separate species, C4H10OSi in total, from the Open Molecules 2025 dataset.

Kohn-Sham gap = 9.67 eV

The geometry in XYZ format:
```
16
Properties=species:S:1:pos:R:3:nbo_charge:R:1
Si -2.007 -0.456 -0.220 0.75
O -0.018 1.454 0.566 -0.60
C 1.262 -0.982 1.345 -0.54
C 2.067 0.351 -0.709 -0.72
C 1.305 0.025 0.483 0.39
C -1.183 0.812 1.064 -0.44
H -1.035 0.189 1.987 0.16
H 2.603 1.295 -0.423 0.25
H -1.710 1.652 1.476 0.21
H 2.757 -0.510 -0.837 0.23
H 0.529 -0.859 2.191 0.24
H -2.259 0.375 -1.508 -0.14
H 2.125 -1.696 1.522 0.25
H -3.344 -1.010 0.356 -0.15
H -1.018 -1.663 -0.336 -0.14
H 1.412 0.354 -1.630 0.25
```

=====

List of relative energies, unit hartree: a 0.0000; b 0.0299; c 0.0659